# C2HClN2O

An isolated molecule of C2HClN2O in a non-equilibrium geometry (wB97M-V/def2-TZVPD, the Open Molecules 2025 dataset).

The geometry in XYZ format:
```
7
Properties=species:S:1:pos:R:3
Cl 2.56170 0.11485 -0.01889
C 0.94293 0.24384 0.05656
N 0.23708 1.30538 0.00500
N -1.09807 0.83091 -0.03281
C -1.03308 -0.42232 -0.01067
O 0.22594 -0.89849 -0.00552
H -1.83651 -1.17417 0.00633
```

Its spin multiplicity is 1. As for the LUMO energy: 0.7 eV. The electronic energy comes out at -721.71830 a.u. The orbital gap comes out at 0.4120 hartree. The SMILES is Clc1nnco1. The value obtained for the relative energy (zero: lowest compared OMol25 entry of this formula, charge and spin) is 22.1 kcal per mole.

Atom charges from the Mulliken analysis, given in e for atoms 1 to 5: -0.139, 0.550, -0.335, -0.288, 0.109